1.
Molecular formula: C7H3Cl3O6Ru
Method: DFT, wB97M-V/def2-TZVPD

spin multiplicity: 5
DFT total energy: -59712.080 eV
E_LUMO (spin up / spin down): -9.463 / -11.600 eV
Kohn-Sham gap (spin up / spin down): 7.70 / 6.14 eV
relative energy (zero: lowest compared OMol25 entry of this formula, charge and spin): 0.438 eV
total charge: +2

Positions of all 20 atoms, in Å:
Ru1 -0.68402 -0.87583 1.94137
O1 -1.33710 -0.92140 5.66501
Cl1 -1.27385 -0.77307 4.29550
O2 -1.51719 -2.02696 3.50297
O3 -2.09994 0.22669 3.66432
O4 0.12366 -0.45384 3.75997
Cl2 1.42547 0.91124 -4.78159
C1 1.09565 0.79445 -3.14631
C2 1.78324 1.58730 -2.22504
C3 1.51990 1.47768 -0.88007
Cl3 2.29661 2.44008 0.24699
C4 0.54871 0.50212 -0.39304
O5 0.36577 0.40879 0.86094
C5 -0.16257 -0.28002 -1.35733
C6 -1.14486 -1.22445 -0.95398
O6 -1.41574 -1.49648 0.24390
C7 0.10510 -0.12537 -2.71013
H1 2.52332 2.29664 -2.57256
H2 -1.71394 -1.75973 -1.71459
H3 -0.43822 -0.70784 -3.44632


2.
Molecular formula: C5H6O
Method: DFT, wB97M-V/def2-TZVPD

DFT total energy: -7326.667 eV
E_LUMO: 0.993 eV
Kohn-Sham gap: 10.29 eV
relative energy (zero: lowest compared OMol25 entry of this formula, charge and spin): 2.617 eV
SMILES: C#C[C@@H]1C[C@@H]1O

Positions of all 12 atoms, in Å:
O1 -1.38091 1.44887 0.01155
C1 -1.11202 0.19067 0.52990
C2 -0.77464 -0.98157 -0.32204
C3 0.28062 -0.41256 0.61809
C4 1.43962 0.21472 0.03056
C5 2.42956 0.68465 -0.47164
H1 -1.15524 1.46041 -0.92606
H2 -1.73241 0.01204 1.40388
H3 -0.59181 -0.78299 -1.37624
H4 -1.19640 -1.95968 -0.11415
H5 0.48411 -0.97672 1.52574
H6 3.30953 1.10214 -0.90958


3.
Molecular formula: C64H36BrCeCl4N6S2
Method: DFT, wB97M-V/def2-TZVPD

DFT total energy: -230624.685 eV
E_LUMO (spin up / spin down): -4.237 / -4.226 eV
Kohn-Sham gap (spin up / spin down): 4.99 / 4.97 eV
total charge: +1

Positions of all 114 atoms, in Å:
Ce1 0.41498 -0.65931 0.53937
Cl1 5.41933 -6.65913 3.65355
C1 4.62370 -5.12763 3.60955
C2 5.28333 -4.02304 3.09129
C3 4.63269 -2.81003 3.02329
C4 3.30850 -2.65535 3.46253
C5 2.66805 -3.80003 3.96833
C6 3.31342 -5.01506 4.04688
C7 2.54335 -1.46377 3.15103
C8 3.11786 -0.41755 2.35062
C9 4.36589 0.24647 2.60854
C10 4.42922 1.30984 1.76116
C11 3.24095 1.26704 0.95727
C12 2.91749 2.14665 -0.07949
C13 3.87993 3.23533 -0.38138
C14 4.92070 3.06999 -1.28565
C15 5.75355 4.13056 -1.59989
C16 5.54575 5.36068 -0.99531
Cl2 6.57760 6.69354 -1.39248
C17 4.52808 5.53919 -0.07018
C18 3.70008 4.47379 0.22888
C19 1.70873 2.20309 -0.79481
N1 0.58747 1.49262 -0.49950
C20 -0.41169 1.98479 -1.28006
C21 -1.78034 1.72435 -1.08455
C22 -2.74961 2.33893 -2.02953
C23 -3.09746 1.68110 -3.20266
C24 -4.03963 2.20995 -4.06685
C25 -4.63439 3.42335 -3.76397
Cl3 -5.82601 4.08157 -4.83315
C26 -4.29172 4.10493 -2.60747
C27 -3.35662 3.55938 -1.74645
C28 -2.32525 1.09381 0.04494
C29 -3.72793 1.07270 0.37451
C30 -3.82330 0.59980 1.64194
C31 -2.48375 0.28637 2.07269
N2 -1.60653 0.54869 1.06906
C32 -2.14483 -0.20693 3.34716
C33 -0.88378 -0.67700 3.73454
C34 -0.54655 -1.23276 5.02091
C35 0.73674 -1.66683 4.93310
C36 1.20245 -1.33063 3.60903
N3 0.20942 -0.71997 2.92093
C37 -3.20088 -0.13558 4.38016
C38 -3.77300 -1.27150 4.93929
C39 -4.75406 -1.15840 5.90728
C40 -5.15356 0.10049 6.32730
Cl4 -6.36963 0.24594 7.54951
C41 -4.58634 1.24605 5.79139
C42 -3.61788 1.12076 4.81476
C43 0.11928 2.98143 -2.17640
C44 1.43083 3.13407 -1.85919
N4 2.46330 0.21300 1.35479
H1 6.28757 -4.12860 2.70984
H2 5.15224 -1.97842 2.57819
H3 1.62698 -3.75857 4.24002
H4 2.78966 -5.88782 4.40533
H5 5.04796 -0.00056 3.39819
H6 5.18683 2.06780 1.70637
H7 5.07216 2.10755 -1.75298
H8 6.55515 4.00571 -2.31287
H9 4.38111 6.50041 0.40092
H10 2.90061 4.59997 0.94391
H11 -2.63554 0.73315 -3.43175
H12 -4.32051 1.67987 -4.96320
H13 -4.76682 5.04571 -2.37795
H14 -3.10164 4.07979 -0.83609
H15 -4.52169 1.39075 -0.27440
H16 -4.71258 0.44732 2.22264
H17 -1.19899 -1.27343 5.87259
H18 1.33427 -2.10171 5.71108
H19 -3.44501 -2.24771 4.61474
H20 -5.19911 -2.04128 6.33778
H21 -4.89071 2.22091 6.14080
H22 -3.15472 2.00250 4.39693
H23 -0.45058 3.52808 -2.90369
H24 2.14851 3.80763 -2.29124
S1 -5.25621 -2.33812 0.85444
C45 -6.91486 -1.93235 0.76540
C46 -7.27561 -1.48861 -0.46873
C47 -6.20152 -1.47799 -1.37479
C48 -5.02602 -1.91456 -0.81766
C49 -3.71602 -1.93844 -1.41953
C50 -2.56988 -1.90666 -0.59869
N5 -1.35597 -1.69301 -1.04564
C51 -1.15481 -1.62075 -2.37655
C52 -2.21217 -1.80667 -3.30002
C53 -1.93308 -1.84993 -4.69713
C54 -0.66648 -1.72431 -5.14909
C55 0.41290 -1.48773 -4.25127
C56 1.72460 -1.35805 -4.70161
C57 2.74649 -1.10999 -3.79703
C58 2.38093 -0.93691 -2.44238
N6 1.15448 -1.06682 -1.98956
C59 0.17372 -1.38302 -2.86243
C60 4.11882 -1.08891 -4.23839
C61 4.59910 -1.42510 -5.48065
C62 6.00067 -1.41924 -5.55735
C63 6.58272 -1.05663 -4.38135
S2 5.43017 -0.72275 -3.15786
C64 -3.51022 -1.92301 -2.79057
H25 -7.52604 -2.04136 1.63749
H26 -8.27137 -1.18165 -0.72779
H27 -6.29348 -1.13182 -2.38849
H28 -2.68061 -2.05513 0.47264
H29 -2.75229 -2.01027 -5.38071
H30 -0.44462 -1.78790 -6.20203
H31 1.92410 -1.45444 -5.75748
H32 3.13628 -0.68114 -1.70345
H33 3.97113 -1.68964 -6.31139
H34 6.54486 -1.68197 -6.44624
H35 7.62775 -0.97668 -4.16171
H36 -4.34353 -2.00597 -3.47248
Br1 1.03300 -3.32126 0.64831